1.
DFT (ωB97M-V/def2-TZVPD) results for a molecular structure, C35H42Cl2N2O3PTi.

Results
2S+1 ... 2
Relative energy (zero: lowest compared OMol25 entry of this formula, charge and spin) ... 1.627 eV
F_max ... 4.561 eV/Å
⟨S²⟩ ... 0.76
HOMO-LUMO gap (alpha / beta) ... 7.053 / 6.848 eV

Geometry as XYZ:
```
86
Properties=species:S:1:pos:R:3:lowdin_spin:R:1
O 2.6436 -2.5014 -1.9312 0.00
C 3.0181 -2.8864 -0.8717 0.00
C 2.6679 -4.0446 -0.0690 0.00
C 1.4600 -4.7557 -0.2844 0.00
H 0.5398 -4.1666 -0.5035 0.00
C 1.3657 -6.1855 -0.2385 0.00
H 0.3765 -6.6676 -0.5040 0.00
C 2.5061 -6.9556 0.2013 0.00
H 2.4269 -7.9993 0.3140 0.00
C 3.6925 -6.2373 0.4946 0.00
H 4.5619 -6.8035 0.8517 0.00
C 3.7378 -4.8769 0.3620 0.00
H 4.6554 -4.3437 0.5525 0.00
H 3.9492 -2.4413 -0.3529 0.00
C 3.5922 -0.9451 1.6991 0.03
C 2.2252 -1.4448 1.5360 0.11
H 4.0067 -1.6255 2.3743 0.00
H 3.6225 0.0408 2.0407 0.00
H 4.3107 -0.9046 0.8870 0.01
C 1.5794 -2.3774 2.2237 0.17
C 1.7092 -2.2905 3.7176 0.03
H 1.2623 -3.3960 1.9648 0.01
H 2.4556 -2.9520 4.1956 0.00
H 0.7865 -2.4655 4.2990 0.01
H 2.0138 -1.2553 3.9987 0.00
Ti 0.6572 -0.5183 1.3504 0.54
Cl -0.5885 -2.1035 0.3342 0.05
Cl -0.2227 0.4865 3.3257 0.00
H 0.1525 -3.6647 -4.7067 0.00
H -1.9631 -2.5335 -4.0626 0.00
C 0.4776 -3.5185 -3.6539 0.00
C -1.6082 -2.3196 -3.0614 0.00
N -0.1639 -2.3392 -3.0690 0.00
H 1.5769 -3.3823 -3.6127 0.00
C 0.5292 -1.2254 -2.8265 0.00
O 0.0909 -0.2377 -2.1646 0.00
H -1.9164 -1.3355 -2.7615 0.00
H 1.5581 -1.1997 -3.2714 0.00
H 0.2212 -4.4342 -3.0802 0.00
H -1.9744 -3.0667 -2.3765 0.00
H 1.9686 3.9677 -0.6215 0.00
H 3.2250 3.4144 -2.8431 0.00
C 2.6422 3.2245 -0.1923 0.00
C 3.6749 2.5477 -2.3198 0.00
N 2.8754 2.1722 -1.1594 0.00
H 2.2283 2.8483 0.7275 0.00
C 2.4160 0.9015 -0.9946 0.00
O 1.7240 0.5617 0.0414 0.00
H 3.7437 1.6908 -3.0063 0.00
H 2.6546 0.1815 -1.7924 0.00
H 3.6023 3.7127 -0.0054 0.00
H 4.6927 2.8589 -1.9877 0.00
C -5.7008 0.3638 2.6970 0.00
C -5.1238 -0.3614 1.6752 0.00
C -3.9992 0.0907 1.0141 0.00
C -3.4235 1.3329 1.4136 0.00
C -3.9853 2.0728 2.4401 0.00
C -5.1388 1.6150 3.0904 0.00
P -1.9156 1.7946 0.4311 0.00
C -2.7988 2.5376 -0.9712 0.00
C -2.5332 1.9445 -2.2510 0.00
C -3.2343 2.4723 -3.3755 0.00
C -4.1270 3.5394 -3.1823 0.00
C -4.3670 4.0698 -1.9293 0.00
C -3.7099 3.5698 -0.8188 0.00
C -1.2632 3.3177 1.2779 0.00
C -0.7596 4.3536 0.5025 0.00
C 0.0384 5.3367 1.0787 0.00
C 0.2987 5.3080 2.4484 0.00
C -0.2512 4.3089 3.2438 0.00
C -1.0293 3.3104 2.6770 0.00
H -6.6040 0.0211 3.1910 0.00
H -5.5776 -1.3017 1.3440 0.00
H -3.5518 -0.4690 0.2103 0.00
H -3.5605 3.0403 2.7573 0.00
H -5.6056 2.2353 3.8342 0.00
H -1.8076 1.1003 -2.3715 0.00
H -3.0246 1.9869 -4.3584 0.00
H -4.6212 3.9229 -4.0731 0.00
H -5.0467 4.8655 -1.8024 0.00
H -3.8826 3.9678 0.1504 0.00
H -0.9587 4.3814 -0.5599 0.00
H 0.4637 6.1198 0.4866 0.00
H 0.9287 6.0719 2.9041 0.00
H -0.0802 4.3222 4.3220 0.00
H -1.4877 2.5507 3.3364 0.00
```



2.
DFT (ωB97M-V/def2-TZVPD) results for a molecular structure, C35H42CoN4P2S2.

Results
2S+1 ... 4
Relative energy (zero: lowest compared OMol25 entry of this formula, charge and spin) ... 0.000 eV
F_max ... 2.121 eV/Å
⟨S²⟩ ... 3.76
HOMO-LUMO gap (alpha / beta) ... 7.140 / 7.191 eV

Geometry as XYZ:
```
86
Properties=species:S:1:pos:R:3:lowdin_spin:R:1
Co 1.3360 1.2886 -0.3051 2.67
C -2.2029 4.6881 2.3214 0.00
S -2.1971 4.5578 0.5544 0.00
C -0.9347 3.3716 0.1701 0.01
S -0.3267 2.2238 1.2912 0.05
N -0.6895 3.5742 -1.1091 0.00
N 0.3048 2.7631 -1.6365 0.02
C 0.6893 2.9594 -2.8307 0.02
C 1.9390 2.2467 -3.3607 0.00
C 2.3633 2.4005 -4.6570 0.00
C 3.5200 1.7581 -5.0481 0.00
C 4.1959 0.9232 -4.1831 0.00
C 3.6835 0.8307 -2.8818 0.00
N 2.5995 1.4776 -2.4673 0.03
H -3.0564 5.3150 2.6304 0.00
H -1.2862 5.1965 2.6544 0.00
H -2.3413 3.7159 2.7546 0.00
H 0.0668 3.7040 -3.4208 0.00
H 1.8721 3.0971 -5.3126 0.00
H 3.9250 1.8432 -6.0501 0.00
H 5.1347 0.5167 -4.4890 0.00
H 4.1908 0.3259 -2.1098 0.00
C -0.3606 -2.7552 2.3733 0.00
P -1.4563 -1.2693 2.0209 0.00
C -2.2869 -1.1781 3.6395 0.00
C -2.7940 -2.0659 1.0183 0.00
C -3.2365 -3.3352 1.3745 0.00
C -4.1631 -4.0194 0.6087 0.00
C -4.7453 -3.3596 -0.4386 0.00
C -4.4232 -2.0462 -0.7554 0.00
C -3.4147 -1.4009 -0.0455 0.00
P -3.0284 0.4000 -0.3871 0.00
C -4.6602 1.0065 0.3355 0.00
C -3.4926 0.8094 -2.1609 0.00
H -0.9237 -3.6669 2.5448 0.00
H 0.1447 -2.5676 3.3163 0.00
H 0.3054 -2.9291 1.5409 0.00
H -2.6369 -2.1123 4.0111 0.00
H -3.1864 -0.5653 3.5634 0.00
H -1.6093 -0.7131 4.3900 0.00
H -2.8694 -3.8204 2.2490 0.00
H -4.4132 -5.0514 0.7653 0.00
H -5.4989 -3.8825 -0.9972 0.00
H -4.9385 -1.5552 -1.5554 0.00
H -5.5064 0.4320 -0.0460 0.00
H -4.8098 2.0283 -0.0084 0.00
H -4.6113 0.9857 1.3990 0.00
H -4.3690 0.2851 -2.5015 0.00
H -2.6431 0.5312 -2.7428 0.00
H -3.6305 1.8709 -2.2347 0.00
C 0.8542 -0.5668 -0.7470 0.03
C 0.4770 -1.5633 -1.3226 0.03
C -0.0885 -2.4599 -2.3142 0.00
C 0.1241 -2.1903 -3.6748 0.00
C -0.5345 -2.8722 -4.6377 0.00
C -1.4160 -3.8858 -4.2403 0.00
C -1.6420 -4.1822 -2.9095 0.00
C -0.9689 -3.4508 -1.9316 0.00
H 0.8974 -1.4875 -3.9544 0.00
H -0.4378 -2.6395 -5.7074 0.00
H -1.9710 -4.4020 -5.0186 0.00
H -2.4416 -4.8250 -2.5924 0.00
H -1.1708 -3.6579 -0.8658 0.00
C 3.5458 -1.1974 3.8198 0.00
N 2.6677 -0.9377 2.6711 0.00
C 3.3751 -1.1195 1.3649 0.00
C 1.9178 0.3755 2.7380 0.01
C 2.7086 1.5793 2.3231 0.01
C 3.2079 2.3896 3.3603 0.00
C 3.9793 3.5170 3.0387 0.00
C 4.2638 3.8281 1.7403 0.00
C 3.6745 3.0201 0.7250 0.01
C 2.9030 1.8483 0.9447 0.05
H 3.9013 -2.2386 3.8739 0.00
H 3.0907 -0.8626 4.7633 0.00
H 4.4567 -0.6061 3.6997 0.00
H 1.9247 -1.6667 2.6813 0.00
H 4.0940 -0.3298 1.2118 0.00
H 2.6081 -1.1087 0.5969 0.00
H 3.8675 -2.0977 1.3869 0.00
H 1.5591 0.4473 3.7572 0.00
H 1.0803 0.1604 2.0660 0.00
H 2.9243 2.1374 4.3857 0.00
H 4.3191 4.1590 3.8306 0.00
H 4.8648 4.6897 1.4602 0.00
H 3.8561 3.3630 -0.3153 0.00
```



3.
DFT (ωB97M-V/def2-TZVPD) results for 2 unconnected molecules or ions with the total composition C35H42N3O2.

Results
Relative energy (zero: lowest compared OMol25 entry of this formula, charge and spin) ... 1.297 eV
F_max ... 2.988 eV/Å
Total charge ... +1
HOMO-LUMO gap ... 4.802 eV

Geometry as XYZ:
```
82
Properties=species:S:1:pos:R:3:lowdin_charge:R:1
C 3.5353 -1.4084 3.8419 -0.13
C 2.4127 -1.0423 4.6055 -0.10
C 1.6382 0.0535 4.2325 -0.06
C 1.9730 0.8117 3.0833 -0.25
C 1.3053 2.0381 2.7505 -0.09
C 1.4853 2.6516 1.5131 -0.11
N 0.5588 3.2438 0.7404 -0.10
C 1.0530 4.0213 -0.4085 -0.12
C 0.0929 5.1477 -0.7428 -0.18
O -1.2556 4.6913 -0.8206 -0.13
C -1.7480 4.0170 0.3398 -0.17
C -0.8494 2.8707 0.8046 -0.11
C 3.0237 0.3378 2.2450 -0.06
C 3.8332 -0.7224 2.6527 -0.09
H 4.1521 -2.2630 4.1441 0.10
H 2.1389 -1.6305 5.4881 0.11
H 0.7557 0.3408 4.8064 0.11
H 0.6202 2.4878 3.4783 0.10
H 2.5116 2.7348 1.1295 0.11
H 2.0231 4.4331 -0.1212 0.12
H 1.1926 3.3690 -1.2887 0.14
H 0.1972 5.9616 -0.0035 0.13
H 0.2975 5.5317 -1.7533 0.13
H -1.8959 4.7320 1.1685 0.13
H -2.7285 3.6240 0.0207 0.14
H -1.0558 1.9907 0.1672 0.14
H -1.0834 2.5948 1.8341 0.12
H 3.1927 0.8141 1.2814 0.10
H 4.6763 -1.0362 2.0277 0.11
C 8.3218 2.3368 2.8400 0.00
N 7.3619 1.8912 3.8226 -0.04
C 7.2489 0.5844 4.2253 -0.36
O 7.8542 -0.3797 3.7642 0.10
C 6.1614 0.5341 5.3007 -0.15
C 6.6747 0.3192 6.7420 -0.08
C 7.3794 -1.0074 6.9098 -0.23
C 8.7196 -1.0466 7.3222 -0.04
C 9.4181 -2.2575 7.3040 -0.07
C 8.7436 -3.4410 6.9677 -0.08
C 7.3833 -3.4152 6.6364 -0.07
C 6.6876 -2.2017 6.6480 -0.04
N 5.5059 1.8425 5.1079 0.07
C 4.3197 2.1342 5.6859 0.04
C 3.6474 3.3237 5.4535 -0.07
C 2.3155 3.5691 5.7393 0.04
C 1.8527 4.9181 5.9398 -0.21
C 0.8224 5.1921 6.8816 -0.01
C 0.2788 6.4636 7.0023 -0.02
C 0.7451 7.5180 6.1993 -0.25
C 0.0708 8.8558 6.2286 -0.04
C 1.8630 7.3021 5.3781 -0.03
C 2.4194 6.0354 5.2499 0.00
C 6.2392 2.7411 4.2054 -0.46
C 6.8165 3.9851 4.9006 0.02
C 5.4485 3.1588 2.9524 0.02
H 9.1089 1.5937 2.7048 0.11
H 7.8308 2.5376 1.8828 0.09
H 8.7655 3.2702 3.1886 0.09
H 5.4450 -0.2747 5.0442 0.13
H 7.3398 1.1566 7.0068 0.13
H 5.7894 0.3679 7.3954 0.12
H 9.2159 -0.1169 7.6211 0.11
H 10.4845 -2.2736 7.5457 0.11
H 9.2870 -4.3874 6.9575 0.11
H 6.8582 -4.3352 6.3601 0.11
H 5.6135 -2.1714 6.4369 0.11
H 3.9113 1.3753 6.3530 0.16
H 4.2108 4.1400 4.9986 0.07
H 1.6334 2.7313 5.9365 0.13
H 0.4915 4.3671 7.5203 0.12
H -0.5155 6.6519 7.7315 0.13
H 0.5858 9.5503 5.5561 0.08
H -0.9757 8.7731 5.9070 0.09
H 0.0653 9.2883 7.2366 0.09
H 2.2913 8.1545 4.8422 0.12
H 3.2873 5.8934 4.5964 0.11
H 7.5386 3.6827 5.6707 0.10
H 7.3257 4.6083 4.1540 0.09
H 6.0231 4.5757 5.3637 0.08
H 5.1190 2.2700 2.3992 0.09
H 4.5660 3.7452 3.2212 0.07
H 6.0875 3.7887 2.3187 0.09
```



4.
DFT (ωB97M-V/def2-TZVPD) results for a molecular structure, C35H43BaClN2Si2.

Results
F_max ... 3.274 eV/Å
HOMO-LUMO gap ... 5.029 eV

Geometry as XYZ:
```
84
Properties=species:S:1:pos:R:3:lowdin_charge:R:1
C -2.1399 -0.9816 5.1316 -0.26
C -2.6487 -0.2911 4.0070 -0.22
C -2.6340 -1.1884 2.9123 -0.24
H -3.0651 0.7135 4.0149 0.09
C -2.0790 -2.4183 3.3423 -0.27
C -1.7622 -2.2897 4.7239 -0.28
H -1.3661 -3.0734 5.3614 0.08
H -2.1365 -0.6069 6.1565 0.08
H -3.0639 -1.0053 1.9290 0.08
H -1.9769 -3.3112 2.7318 0.08
Ba 0.4828 -0.7512 3.3321 1.69
Si 2.1163 -0.0076 -4.4068 0.71
C 1.3557 1.4962 -5.2022 -0.34
C 1.9861 2.1591 -6.2658 -0.11
H 2.9488 1.7935 -6.6334 0.10
C 1.3669 3.2645 -6.8665 -0.09
H 1.8502 3.7599 -7.7078 0.10
C 0.1263 3.7255 -6.3977 -0.09
H -0.3470 4.5957 -6.8562 0.10
C -0.5069 3.0562 -5.3447 -0.09
H -1.4808 3.3951 -4.9836 0.09
C 0.0920 1.9371 -4.7619 -0.12
H -0.4309 1.3863 -3.9766 0.08
C 1.5334 -1.5256 -5.3170 -0.32
C 0.4497 -1.4622 -6.2134 -0.09
H 0.0536 -0.4907 -6.5204 0.10
C -0.1204 -2.6369 -6.7162 -0.09
H -0.9735 -2.5723 -7.3976 0.10
C 0.4112 -3.8832 -6.3764 -0.10
H -0.0392 -4.8000 -6.7711 0.10
C 1.5657 -3.9428 -5.5873 -0.10
H 2.0337 -4.9108 -5.3858 0.10
C 2.1403 -2.7754 -5.0780 -0.11
H 3.0620 -2.8108 -4.4935 0.10
H 1.4736 -0.0462 -3.0872 -0.09
Si -0.2659 0.0081 0.0426 0.16
C -0.9197 -1.6381 -0.4685 -0.37
C -2.0948 -1.6606 -1.2546 -0.10
H -2.4889 -0.7257 -1.6662 0.10
C -2.7586 -2.8748 -1.4671 -0.08
H -3.7002 -2.8757 -2.0299 0.10
C -2.2035 -4.0638 -0.9696 -0.10
H -2.7145 -5.0119 -1.1458 0.10
C -1.0367 -4.0490 -0.1901 -0.11
H -0.6219 -4.9731 0.2484 0.10
C -0.3703 -2.8462 0.0332 -0.15
H 0.5825 -2.7995 0.5861 0.08
C -1.3352 1.3846 -0.5155 -0.37
C -2.5189 1.5305 0.2587 -0.12
H -2.6898 0.8614 1.1057 0.06
C -3.4705 2.4915 -0.0897 -0.09
H -4.3985 2.5441 0.4992 0.10
C -3.2385 3.3057 -1.2032 -0.10
H -3.9837 4.0551 -1.4715 0.09
C -2.0563 3.2140 -1.9506 -0.09
H -1.8925 3.8427 -2.8352 0.09
C -1.0791 2.2743 -1.5831 -0.11
H -0.1432 2.2182 -2.1371 0.07
H 3.6091 0.0773 -4.1295 -0.02
Cl 1.6803 0.3004 -0.6161 0.25
C 2.5226 -1.0316 5.5799 -0.16
N 1.3628 -0.1592 5.8534 -0.41
C 0.5761 -0.7045 6.9703 -0.10
C 1.7295 1.2438 6.1357 -0.19
C 2.4204 1.8840 4.9428 -0.20
N 1.6955 1.6349 3.6752 -0.44
C 0.6226 2.6243 3.4668 -0.10
C 2.6123 1.6512 2.5183 -0.13
H 3.3391 -0.8859 6.3143 0.11
H 2.9389 -0.8647 4.5632 0.05
H 2.1858 -2.0794 5.6652 0.09
H -0.3415 -0.1102 7.0821 0.08
H 0.2934 -1.7393 6.7249 0.08
H 1.1386 -0.7130 7.9135 0.10
H 0.8134 1.7934 6.3815 0.12
H 2.3751 1.3137 7.0249 0.13
H 2.5311 2.9615 5.1108 0.13
H 3.4302 1.4731 4.8542 0.11
H 1.0403 3.6516 3.4805 0.10
H 0.1368 2.4737 2.4848 0.08
H -0.1342 2.5524 4.2653 0.09
H 3.4459 0.9473 2.6861 0.09
H 2.0573 1.3386 1.6181 -0.02
H 3.0401 2.6537 2.3421 0.10
```